No. 1
Density functional theory data (wB97M-V/def2-TZVPD) for a molecular structure, C18H28AsF6IrN8O4.

Cartesian coordinates (Å):
Ir -0.20 1.30 -0.83
C -0.63 4.16 -1.26
C 0.80 4.01 -1.74
N 1.16 2.55 -1.84
C 2.57 2.29 -1.36
C 2.56 1.47 -0.06
N 1.24 1.58 0.60
C 1.07 2.90 1.30
C -0.36 3.38 1.18
N -0.88 3.15 -0.21
H -1.34 3.95 -2.07
H -0.82 5.17 -0.88
H 1.48 4.48 -1.03
H 0.94 4.49 -2.71
H 1.08 2.25 -2.81
H 3.07 3.25 -1.23
H 3.10 1.74 -2.14
H 3.34 1.81 0.62
H 2.73 0.41 -0.27
H 1.11 0.85 1.31
H 1.78 3.60 0.88
H 1.31 2.76 2.36
H -0.45 4.43 1.44
H -0.99 2.79 1.85
H -1.89 3.02 -0.11
C -1.53 -4.26 -1.67
C -0.62 -4.37 -0.45
C 0.41 -3.23 -0.34
C 1.26 -3.41 0.95
C 2.30 -2.33 1.19
C 1.34 -3.32 -1.53
O 1.89 -4.32 -1.88
N 1.57 -2.12 -2.23
C 1.03 -0.94 -1.89
O 1.37 0.13 -2.46
N 0.12 -0.80 -0.92
C -0.34 -1.91 -0.18
O -1.26 -1.83 0.58
H -2.19 -5.11 -1.73
H -0.95 -4.23 -2.60
H -2.15 -3.36 -1.62
H -0.05 -5.31 -0.48
H -1.21 -4.37 0.47
H 1.73 -4.39 0.87
H 0.56 -3.44 1.79
H 3.03 -2.27 0.37
H 2.86 -2.55 2.10
H 1.83 -1.36 1.35
H 2.22 -2.15 -3.00
N -3.60 -0.20 1.07
C -2.85 0.18 0.07
O -1.79 0.87 0.37
C -3.18 -0.08 -1.30
C -4.13 -1.05 -1.70
N -4.93 -1.83 -1.98
C -2.35 0.63 -2.13
N -1.52 1.34 -2.58
H -4.44 -0.73 0.90
H -3.18 -0.20 2.00
F 0.01 0.15 2.27
As -0.44 0.05 4.01
F 1.24 0.32 4.35
F -0.67 1.78 3.91
F -0.88 0.01 5.65
F -2.09 -0.15 3.48
F -0.19 -1.65 3.91

The gap between HOMO and LUMO (spin up / spin down) is 0.281 / 0.204 Eh. Its multiplicity is 2. Its energy relative to the best compared isomer or geometry (same formula, charge and spin) is 0.00 kJ/mol. Its charge is +1.

No. 2
Density functional theory data (wB97M-V/def2-TZVPD) for a molecular structure, C14H28ClIO32S7Ti in a non-equilibrium geometry.

Cartesian coordinates (Å):
Ti 0.50 0.79 1.30
I 1.15 2.08 3.89
Cl 3.93 0.20 0.17
O 4.80 0.10 -0.94
O 4.52 -0.59 1.12
O 4.17 1.51 0.73
O 2.56 -0.20 -0.16
C 2.25 1.77 -3.69
C 3.13 0.47 -4.03
O 3.43 0.61 -5.46
S 3.27 2.11 -6.02
O 2.78 2.34 -7.39
O 4.45 2.94 -5.66
O 2.09 2.46 -4.95
H 2.65 2.39 -2.89
H 1.29 1.47 -3.28
H 2.62 -0.50 -4.08
H 4.05 0.48 -3.45
C -0.85 -3.06 5.24
C 0.02 -4.28 5.26
O 1.34 -3.66 5.32
S 1.44 -2.05 4.83
O 2.24 -1.77 3.70
O 1.63 -1.32 6.08
O -0.22 -2.13 4.45
H -1.06 -2.60 6.21
H -1.78 -3.20 4.68
H -0.03 -4.92 4.37
H -0.20 -4.95 6.09
C 0.14 6.29 -0.64
C -0.19 5.96 0.81
O -0.57 4.57 0.90
S -0.52 3.86 -0.64
O -1.83 3.94 -1.27
O 0.15 2.53 -0.61
O 0.53 5.06 -1.09
H 1.02 6.90 -0.81
H -0.73 6.49 -1.26
H -1.04 6.53 1.18
H 0.61 6.09 1.54
C 1.53 -3.85 -1.88
C 2.69 -4.17 -0.95
O 3.82 -3.91 -1.75
S 3.50 -3.93 -3.37
O 3.48 -5.36 -3.76
O 4.28 -2.96 -4.16
O 1.97 -3.32 -3.12
H 0.95 -3.13 -1.31
H 0.93 -4.74 -2.06
H 2.60 -5.19 -0.57
H 2.63 -3.56 -0.05
C -3.69 2.70 4.33
C -2.98 3.99 3.78
O -2.76 3.89 2.35
S -3.35 2.40 1.82
O -2.24 1.45 1.63
O -4.15 2.55 0.66
O -4.26 2.21 3.16
H -4.38 2.99 5.12
H -3.02 1.87 4.56
H -2.19 4.33 4.45
H -3.68 4.82 3.83
C -2.28 1.23 -3.73
C -3.19 0.78 -2.54
O -2.61 -0.46 -1.98
S -1.22 -0.84 -2.73
O -1.18 -2.24 -3.12
O -0.05 -0.38 -2.01
O -1.60 0.07 -4.03
H -1.52 1.91 -3.35
H -2.89 1.59 -4.55
H -4.22 0.62 -2.85
H -3.20 1.57 -1.80
C -1.26 -4.30 0.98
C -2.47 -4.08 0.09
O -3.01 -2.83 0.53
S -2.17 -2.12 1.77
O -3.11 -1.66 2.76
O -1.13 -1.20 1.21
O -1.42 -3.58 2.14
H -0.47 -3.85 0.39
H -1.00 -5.30 1.31
H -3.28 -4.81 0.19
H -2.14 -3.88 -0.93

The gap between HOMO and LUMO (spin up / spin down) is 0.129 / 0.246 Eh. Its multiplicity is 4. Its charge is -1.

Question: What is the charge in the second record?
Answer: -1

Question: Number 1 is which compound?
Answer: C18H28AsF6IrN8O4

Question: What is the formula in the first record?
Answer: C18H28AsF6IrN8O4